{
  "formula": "C64H144F10N18O25S10",
  "method": "ωB97M-V/def2-TZVPD",
  "elements": ["C", "C", "N", "C", "C", "C", "C", "C", "O", "C", "H", "H", "H", "H", "H", "H", "H", "H", "H", "H", "H", "H", "H", "H", "H", "H", "H", "H", "H", "H", "C", "C", "N", "C", "C", "C", "C", "C", "O", "C", "H", "H", "H", "H", "H", "H", "H", "H", "H", "H", "H", "H", "H", "H", "H", "H", "H", "H", "H", "H", "C", "C", "N", "C", "C", "C", "C", "C", "O", "C", "H", "H", "H", "H", "H", "H", "H", "H", "H", "H", "H", "H", "H", "H", "H", "H", "H", "H", "H", "H", "C", "C", "N", "C", "C", "C", "C", "C", "O", "C", "H", "H", "H", "H", "H", "H", "H", "H", "H", "H", "H", "H", "H", "H", "H", "H", "H", "H", "H", "H", "C", "C", "N", "C", "C", "C", "C", "C", "O", "C", "H", "H", "H", "H", "H", "H", "H", "H", "H", "H", "H", "H", "H", "H", "H", "H", "H", "H", "H", "H", "C", "C", "N", "C", "C", "N", "C", "C", "H", "H", "H", "H", "H", "H", "H", "H", "H", "H", "H", "C", "C", "N", "C", "C", "N", "C", "C", "H", "H", "H", "H", "H", "H", "H", "H", "H", "H", "H", "C", "C", "N", "C", "C", "N", "C", "C", "H", "H", "H", "H", "H", "H", "H", "H", "H", "H", "H", "C", "C", "N", "C", "C", "N", "C", "C", "H", "H", "H", "H", "H", "H", "H", "H", "H", "H", "H", "N", "S", "O", "O", "F", "S", "O", "O", "F", "N", "S", "O", "O", "F", "S", "O", "O", "F", "N", "S", "O", "O", "F", "S", "O", "O", "F", "N", "S", "O", "O", "F", "S", "O", "O", "F", "N", "S", "O", "O", "F", "S", "O", "O", "F"],
  "xyz": [[5.4993, 4.7580, 3.2393], [5.7501, 4.5674, 1.6957], [6.5287, 5.7712, 1.0807], [5.6543, 6.9936, 1.1085], [7.8921, 6.1644, 1.7238], [8.9528, 5.0877, 1.9713], [6.7463, 5.4216, -0.4276], [5.6433, 5.6766, -1.4348], [4.4593, 4.9623, -1.0713], [3.3821, 5.1543, -1.9792], [5.5382, 5.8164, 3.4968], [6.2017, 4.2309, 3.8850], [4.5290, 4.4220, 3.6050], [4.7647, 4.4768, 1.2386], [6.3027, 3.6816, 1.3826], [5.6339, 7.3895, 2.1239], [4.6053, 6.8962, 0.8289], [6.0820, 7.8277, 0.5522], [7.7571, 6.8718, 2.5420], [8.2869, 6.8354, 0.9608], [8.6434, 4.2251, 2.5614], [9.7974, 5.5114, 2.5147], [9.2297, 4.6535, 1.0106], [7.2696, 4.4671, -0.4853], [7.5906, 6.0263, -0.7587], [5.9773, 5.3464, -2.4184], [5.5238, 6.7598, -1.4585], [3.7058, 5.0856, -3.0178], [2.9326, 6.1341, -1.8181], [2.6641, 4.3472, -1.8341], [-1.3695, 7.2705, -3.2431], [-1.3638, 8.0594, -1.8983], [-1.8443, 7.1562, -0.7083], [-0.9069, 5.9172, -0.5172], [-1.7723, 8.0915, 0.5192], [-2.6178, 9.3680, 0.4523], [-3.2386, 6.6474, -0.9985], [-4.1257, 6.3803, 0.1863], [-3.6585, 5.2995, 1.0404], [-3.7256, 3.9985, 0.3615], [-0.7919, 6.3466, -3.2134], [-1.0401, 7.8898, -4.0773], [-2.4111, 7.1028, -3.5168], [-2.0529, 8.8916, -2.0418], [-0.4532, 8.5220, -1.5176], [-0.8602, 5.2784, -1.3991], [-1.1575, 5.4668, 0.4432], [0.1053, 6.2902, -0.3608], [-0.7758, 8.4384, 0.7926], [-2.0526, 7.3244, 1.2410], [-2.3082, 10.0462, 1.2475], [-3.6529, 9.2775, 0.7817], [-2.6495, 9.9991, -0.4358], [-3.1926, 5.7945, -1.6756], [-3.7078, 7.5045, -1.4817], [-5.0544, 6.0301, -0.2644], [-4.2795, 7.2113, 0.8746], [-3.7349, 3.1823, 1.0839], [-2.8715, 3.9065, -0.3094], [-4.5631, 3.8301, -0.3155], [3.5806, 1.1420, 4.3595], [2.6719, -0.0343, 4.4094], [3.2338, -1.3098, 5.1058], [2.0726, -2.2911, 5.1373], [4.5059, -1.7708, 4.2281], [4.2586, -2.0656, 2.7190], [3.7135, -0.9502, 6.5446], [4.0422, -2.0827, 7.5364], [5.1649, -2.8354, 7.1456], [5.4151, -4.0492, 7.8550], [4.6424, 1.0984, 4.1174], [3.5033, 1.7462, 5.2634], [3.1446, 1.7999, 3.6077], [2.3324, -0.3670, 3.4285], [1.8027, 0.2099, 5.0200], [1.7471, -2.6210, 4.1507], [1.1673, -1.8803, 5.5844], [2.3698, -3.1111, 5.7910], [4.8150, -2.7346, 4.6327], [5.3027, -1.0411, 4.3721], [4.0610, -1.2028, 2.0828], [3.5444, -2.8664, 2.5273], [5.1547, -2.5393, 2.3180], [2.8474, -0.4312, 6.9553], [4.5591, -0.2841, 6.3732], [3.1844, -2.7544, 7.5695], [4.3401, -1.6763, 8.5030], [4.6311, -4.7946, 7.7213], [5.3034, -3.8982, 8.9287], [6.4456, -4.3986, 7.7920], [5.2123, -0.9789, -0.4604], [5.9312, -0.3047, -1.6213], [5.0352, 0.4590, -2.6345], [4.5448, 1.7385, -1.9783], [5.6972, 0.9386, -3.9407], [7.1244, 1.4448, -3.8699], [3.8011, -0.4250, -2.9369], [2.8636, -0.0528, -4.1121], [2.2269, 1.1555, -3.7072], [1.2492, 1.5768, -4.6528], [5.9587, -1.2551, 0.2843], [4.6369, -1.8312, -0.8218], [4.4972, -0.3300, 0.0452], [6.6987, -0.8547, -2.1658], [6.5275, 0.5585, -1.3259], [3.9885, 1.5913, -1.0526], [3.9964, 2.3363, -2.7063], [5.4149, 2.3168, -1.6672], [5.0703, 1.6025, -4.5360], [5.6491, 0.0314, -4.5431], [7.3032, 1.8850, -2.8890], [7.2528, 2.2231, -4.6222], [7.9777, 0.7721, -3.9556], [3.2531, -0.6130, -2.0136], [4.2253, -1.3662, -3.2866], [2.2164, -0.9195, -4.2469], [3.4547, 0.1571, -5.0035], [0.5116, 2.2381, -4.1982], [0.7023, 0.8299, -5.2282], [1.6957, 2.2630, -5.3724], [-2.5171, -2.4346, -0.9551], [-1.6227, -1.3506, -1.6575], [-1.1184, -0.2081, -0.6178], [-2.3521, 0.6338, -0.1413], [-0.3660, -0.7968, 0.5909], [0.7816, -1.7216, 0.1161], [-0.2652, 0.7949, -1.5318], [0.5878, 1.8974, -0.9171], [1.4883, 1.4353, 0.0275], [2.0113, 2.3892, 0.8895], [-2.9006, -3.0150, -1.7942], [-3.4761, -2.1673, -0.5112], [-2.0498, -3.0606, -0.1949], [-2.1731, -0.8163, -2.4318], [-0.6661, -1.7258, -2.0214], [-1.9214, 1.3387, 0.5699], [-2.9632, -0.0443, 0.4545], [-2.8201, 1.2685, -0.8938], [-1.0204, -1.3846, 1.2345], [0.0912, -0.0011, 1.1791], [1.2672, -2.0785, 1.0243], [1.4765, -1.2058, -0.5466], [0.4785, -2.6286, -0.4070], [-1.0378, 1.1458, -2.2159], [0.3349, 0.2115, -2.2302], [-0.1702, 2.5984, -0.5676], [1.2923, 2.4123, -1.5703], [2.4435, 3.2179, 0.3286], [2.8269, 2.0435, 1.5246], [1.2460, 2.8285, 1.5295], [-3.7151, -5.6280, -3.9382], [-3.6482, -6.5433, -5.1159], [-3.2513, -5.8602, -6.3991], [-4.1039, -5.3017, -7.3574], [-3.2910, -4.7180, -8.3598], [-2.0050, -4.9470, -7.9394], [-1.9839, -5.7164, -6.8096], [-0.8179, -4.6269, -8.7138], [-4.1910, -6.1901, -3.1346], [-4.2955, -4.7129, -4.0557], [-2.7022, -5.3918, -3.6122], [-4.5259, -7.1234, -5.4010], [-2.9001, -7.3164, -4.9401], [-5.1592, -5.2655, -7.1302], [-3.3753, -4.1322, -9.2632], [-1.0633, -5.9648, -6.3023], [-0.7770, -3.5416, -8.8061], [-0.9317, -5.1874, -9.6417], [0.0443, -5.0227, -8.1770], [-3.3494, -9.8690, 4.1523], [-3.0947, -9.8923, 2.6349], [-2.0757, -8.8286, 2.2989], [-0.7246, -8.9192, 2.6055], [-0.1146, -7.6802, 2.4284], [-1.1197, -6.8241, 2.1295], [-2.3342, -7.4888, 2.0099], [-0.9089, -5.4703, 1.7670], [-2.4157, -10.0895, 4.6696], [-4.0937, -10.6239, 4.4060], [-3.7095, -8.9042, 4.5095], [-4.0557, -9.7009, 2.1574], [-2.6674, -10.8000, 2.2086], [-0.3378, -9.8618, 2.9638], [0.8945, -7.2971, 2.4654], [-3.2966, -7.0414, 1.8098], [0.0840, -5.1438, 2.0763], [-1.6971, -4.8834, 2.2388], [-0.9215, -5.4404, 0.6775], [-5.2052, -5.3065, -0.2176], [-6.6290, -4.8656, -0.7675], [-7.1007, -5.9786, -1.5490], [-7.2089, -7.3343, -1.2193], [-7.9188, -8.0162, -2.2128], [-8.1241, -7.0543, -3.1820], [-7.6014, -5.8675, -2.8101], [-8.7273, -7.2401, -4.5228], [-5.1917, -6.2905, 0.2510], [-5.1008, -4.5364, 0.5468], [-4.5268, -5.1684, -1.0594], [-6.5777, -3.9342, -1.3314], [-7.2141, -4.6922, 0.1356], [-6.9915, -7.6672, -0.2152], [-8.4335, -8.9622, -2.2938], [-7.6362, -4.9561, -3.3885], [-8.7971, -6.3210, -5.1045], [-9.7090, -7.7111, -4.4720], [-8.0125, -7.9219, -4.9835], [-6.0262, -1.4240, 2.5585], [-6.3912, -1.0416, 4.0031], [-6.4790, 0.4532, 4.1920], [-7.4657, 1.0544, 4.9565], [-7.2224, 2.3614, 5.0561], [-5.9634, 2.6252, 4.5379], [-5.4978, 1.4349, 3.9840], [-5.1901, 3.8130, 4.5301], [-6.7361, -1.1040, 1.7958], [-5.8738, -2.5026, 2.5185], [-5.0538, -1.0175, 2.2806], [-5.6068, -1.4380, 4.6478], [-7.3232, -1.4514, 4.3925], [-8.2707, 0.4140, 5.2856], [-7.9260, 3.0822, 5.4456], [-4.5896, 1.2235, 3.4391], [-5.7235, 4.4461, 3.8210], [-4.1497, 3.7721, 4.2078], [-5.2209, 4.3077, 5.5009], [-3.0306, 2.9003, -2.7830], [-2.6797, 3.3170, -4.1252], [-3.4135, 4.5102, -4.4863], [-2.3610, 2.3450, -5.1832], [-1.2060, 3.9193, -3.7883], [-4.3582, 1.9357, -3.2725], [-3.9562, 0.5564, -3.4323], [-5.4068, 2.5029, -4.0944], [-5.0631, 1.9524, -1.8458], [2.5388, 6.7771, 3.6860], [1.8729, 6.0539, 2.5287], [2.7276, 5.6504, 1.4862], [0.4782, 6.3287, 2.2020], [1.7392, 4.6891, 3.4105], [2.4494, 8.2932, 3.0023], [1.7161, 9.2387, 3.8361], [2.3295, 8.4678, 1.5147], [3.9320, 8.8108, 3.3201], [-0.0014, -3.1967, -5.9640], [0.4636, -3.8703, -4.6868], [-0.2021, -5.0652, -4.1840], [1.0928, -2.9600, -3.7554], [1.7489, -4.5970, -5.3608], [-1.3221, -2.3701, -5.1780], [-1.0729, -1.0455, -4.6348], [-2.2661, -3.1306, -4.4143], [-2.1891, -1.9800, -6.5785], [-2.1370, 0.6701, 3.0922], [-1.9796, -0.4364, 4.1057], [-2.6792, -0.3676, 5.4423], [-0.6857, -1.0676, 4.0404], [-2.8750, -1.5407, 3.2779], [-1.2156, 1.8526, 3.7772], [0.2362, 1.8014, 3.7632], [-1.8884, 2.5865, 4.8777], [-1.3419, 2.9152, 2.5593], [3.1624, -6.1410, -1.6490], [1.9663, -6.1321, -0.7845], [0.7923, -5.4461, -1.2755], [2.1725, -6.1735, 0.6383], [1.4560, -7.6483, -1.0069], [3.8158, -4.6646, -1.0815], [5.2227, -4.7074, -0.7214], [3.0688, -3.6669, -0.2920], [3.8210, -3.9556, -2.5431]],
  "forces_ev_per_angstrom": [[0.6, -0.2, -0.4], [-0.1, 0.5, 1.4], [-1.2, -0.5, -1.3], [0.0, 1.3, 1.1], [0.2, 0.4, -0.7], [-1.0, -0.6, -0.2], [1.7, 0.1, 0.5], [-0.6, -0.5, 1.0], [0.6, 0.1, -0.3], [0.2, 0.1, 0.0], [0.0, 0.0, 0.0], [0.4, 0.1, -0.3], [-0.2, 0.0, -0.7], [0.3, 0.6, -0.4], [0.2, 0.0, 0.5], [0.0, -0.3, 0.1], [0.2, -0.8, -0.3], [0.3, -0.4, -0.3], [-0.6, -0.7, 0.4], [0.1, 0.0, -0.1], [-0.4, 0.2, 0.3], [0.0, 0.2, -0.4], [0.5, 0.2, 0.0], [-0.9, -0.6, 0.3], [-0.2, 0.7, 0.1], [0.3, 0.0, -0.1], [-0.6, 0.1, -0.2], [0.2, 0.1, -0.2], [-0.2, 0.0, 0.0], [-0.1, 0.2, 0.3], [0.0, 0.8, 0.7], [-0.3, -1.3, -0.7], [1.5, 0.5, -1.2], [0.4, 1.8, 0.4], [-0.7, -0.8, 0.0], [-1.1, 0.3, 1.1], [0.1, 1.5, 0.3], [0.4, -1.9, 0.9], [-0.6, -1.0, -1.0], [0.5, 0.9, 0.0], [-0.2, 0.1, -0.2], [0.5, 0.1, 0.3], [0.0, -0.6, 0.1], [-0.2, -0.3, 0.4], [0.4, -0.4, -0.4], [-0.7, 0.0, 0.2], [-0.4, -0.3, -0.4], [0.0, 0.3, 0.0], [0.4, -0.8, -0.8], [-0.2, 0.9, 0.9], [0.7, -0.1, 0.0], [-0.3, -0.6, -0.5], [0.4, -0.5, -0.2], [0.1, 0.2, 0.0], [-0.2, -0.2, -0.4], [-0.4, 0.4, 0.1], [0.0, 0.0, -0.4], [0.2, 0.3, 0.3], [0.3, -0.2, 0.2], [-0.5, 0.6, 0.2], [0.0, 1.7, 0.0], [0.1, -1.4, 1.0], [0.7, 0.2, -1.2], [0.6, -0.3, 0.5], [-1.3, -1.2, -0.3], [0.0, 0.1, 0.5], [-0.2, -0.4, -0.6], [0.6, -0.7, -0.8], [0.9, -0.4, -1.3], [-0.8, 0.6, 1.7], [-0.1, -0.8, -0.1], [0.1, -0.2, 0.2], [0.0, 0.1, -0.1], [0.0, 0.0, 0.1], [-0.1, 0.1, -0.3], [0.6, 0.1, -0.1], [0.3, 0.7, 0.1], [0.0, -0.2, -0.5], [0.0, 0.3, 0.5], [-0.4, 0.0, 0.2], [-0.2, 0.0, 0.2], [-0.5, 0.3, 0.2], [0.4, 0.2, 0.2], [0.2, 0.3, 0.1], [-0.1, 0.0, 0.3], [-0.3, 0.1, 0.7], [-0.9, 0.5, 0.2], [0.2, -0.3, -0.9], [0.1, 0.6, 0.4], [-0.3, 0.1, -0.9], [-0.1, 0.1, -0.7], [0.8, 2.2, -0.7], [-2.1, 1.0, 0.2], [0.7, 0.4, 0.3], [0.5, -2.5, -0.7], [0.3, 0.7, 0.9], [0.5, -0.7, -1.5], [1.3, 1.3, 1.8], [-1.0, -0.9, -0.4], [-0.3, 1.5, -0.6], [0.0, -0.3, -0.2], [0.3, -0.2, 0.4], [0.1, 0.3, -0.1], [-0.7, -0.8, -0.2], [0.1, -0.2, 0.9], [-0.3, -0.5, -0.3], [-0.2, -0.4, 0.2], [0.2, 0.0, -0.2], [-0.4, 0.3, 1.0], [0.4, -0.2, -0.1], [0.0, 0.5, 0.0], [0.0, 0.0, 0.1], [-0.6, -0.6, -0.3], [0.1, 0.3, -0.1], [0.2, -0.3, 0.4], [-0.3, 0.1, -0.1], [-0.1, -0.3, -0.3], [-0.1, -0.4, 0.6], [0.3, -0.5, 0.5], [0.4, -0.2, -0.3], [0.1, 0.4, -0.8], [-0.1, 0.7, 2.6], [-0.9, 1.2, -1.0], [2.0, -0.5, 1.0], [0.9, -0.6, -1.3], [-0.6, 0.2, 0.2], [0.1, -1.8, -0.8], [-0.8, 0.5, 0.1], [0.2, -2.3, 1.3], [0.0, 1.6, 0.1], [0.6, -0.6, -0.1], [0.2, 1.1, 0.1], [0.5, -0.1, -0.4], [0.1, 0.0, 0.1], [-0.4, -0.4, -0.2], [0.0, 0.0, 0.2], [-0.3, 0.2, -0.5], [0.0, -0.9, -0.4], [-0.5, 0.3, -0.3], [-0.5, 0.2, -0.2], [0.4, 0.2, -0.1], [0.1, 0.1, 0.3], [-0.3, 0.0, 0.0], [0.0, 0.7, 0.3], [0.2, -0.6, 0.5], [0.4, 0.6, 0.8], [-1.0, 0.1, -1.4], [0.1, 0.3, -0.3], [-0.2, -0.7, -0.2], [-0.1, 0.0, 0.2], [-0.2, -0.1, 0.8], [0.4, -0.4, -1.8], [0.5, -0.2, -0.5], [1.3, 1.0, -0.6], [-0.3, -1.0, 2.5], [-0.2, -1.9, 1.4], [-0.7, 2.0, -1.2], [-0.1, -0.4, 0.1], [0.0, -0.2, 0.2], [0.1, 0.0, -0.4], [-0.1, 0.3, -0.1], [-0.4, 0.4, 0.4], [0.2, 0.1, 0.0], [0.1, 0.0, -0.5], [-0.8, -0.1, 0.1], [-0.2, -0.2, 0.2], [0.3, -0.2, -0.3], [0.3, 0.5, -0.2], [0.0, 0.3, -0.1], [0.5, -0.6, -0.4], [0.3, 0.9, 0.4], [-0.1, 2.9, 0.1], [0.0, 0.2, -0.3], [-1.3, -1.5, 0.4], [-2.5, -2.1, -0.4], [2.8, -1.5, 1.0], [0.0, 1.2, -0.6], [-0.1, -0.1, 0.2], [0.1, 0.0, 0.0], [0.0, 0.1, -0.3], [0.4, 0.3, -0.5], [-0.2, -0.2, 0.4], [0.2, 0.1, -0.2], [0.1, -0.4, 0.0], [0.2, -0.1, 0.0], [-0.2, -0.1, 0.1], [0.2, 0.3, -0.2], [0.0, 0.5, -0.1], [-1.5, 2.0, -0.5], [2.1, -1.3, 1.8], [-1.6, -1.5, -3.0], [-1.4, -0.3, 0.2], [0.8, 2.4, 0.7], [0.0, 1.8, -0.4], [-0.4, -1.0, 1.3], [0.7, -1.0, 0.1], [-0.1, 0.1, -0.3], [1.0, -0.2, 0.1], [0.5, -0.3, 0.5], [0.0, -0.3, -0.2], [-0.7, -0.2, -0.4], [0.1, 0.0, -0.2], [0.5, -0.1, 0.2], [0.0, -0.1, 0.0], [0.1, 0.1, 0.4], [0.1, 0.1, 0.2], [-0.4, 0.0, -0.6], [0.0, 0.1, 0.3], [0.7, 0.7, -0.4], [1.9, 1.8, 0.8], [-0.2, -1.8, -1.2], [0.2, 1.1, 0.6], [0.8, -5.0, -1.4], [-3.0, -0.5, 1.2], [-0.5, 2.6, -0.3], [-0.2, -0.1, 0.2], [-0.3, -0.1, 0.0], [0.0, 0.2, 0.2], [0.1, 0.3, 0.1], [-0.1, 0.1, -0.4], [-0.2, 0.5, 0.1], [0.6, 0.3, 0.2], [0.2, 0.5, 0.3], [0.3, 0.6, 0.0], [-0.2, -0.9, 0.1], [0.0, -0.2, 0.0], [-3.9, -4.7, 4.8], [4.1, 5.2, -9.2], [0.7, -0.8, -0.4], [-0.9, 1.2, 2.2], [0.1, -0.2, 0.3], [-2.2, -1.5, 1.3], [-0.2, 1.2, 0.2], [2.2, -0.6, 0.8], [0.2, -0.1, 0.5], [0.5, 4.3, -0.8], [-4.3, -5.0, 0.5], [1.2, -0.6, -2.0], [1.7, 0.1, 0.2], [-0.1, -0.1, -0.6], [0.1, 5.5, 1.0], [0.4, -2.2, -1.5], [0.4, -1.4, 3.5], [0.1, -0.9, -0.5], [-4.7, 2.7, -0.1], [5.7, -5.0, 3.1], [-0.3, 1.8, -0.5], [-1.1, -0.3, 0.1], [-0.5, 0.6, 0.0], [-2.0, 4.0, -3.0], [0.8, -1.8, -0.9], [0.5, -0.7, -0.4], [1.5, -1.1, 1.7], [0.9, 3.5, -0.1], [-2.0, -6.1, 4.6], [2.0, 0.2, -4.2], [-0.1, 0.4, 0.6], [0.0, 0.6, 0.4], [0.3, 6.3, 0.1], [-1.7, -1.7, 0.6], [1.3, -2.6, -2.3], [-0.9, -0.8, 0.1], [4.6, 3.4, -0.4], [-7.8, -3.5, 2.5], [0.7, 0.6, 0.6], [0.2, 0.7, 0.6], [0.6, 0.0, -0.4], [3.0, 2.5, -1.4], [-1.9, -0.9, -0.6], [0.2, -2.2, -1.2], [0.0, -0.4, 0.8]],
  "charge": 4,
  "largest_force_ev_per_a": 11.38,
  "energy_ev": -282192.7410,
  "homo_lumo_gap_ev": 7.995,
  "multiplicity": 1
}